ORCA calculation (the ωB97M-V functional and the def2-TZVPD basis) on one molecule with the formula C3H10N2O.

E_tot: -304.98918 Eh
LUMO level: 0.96 eV
net charge: 0
ΔE to the lowest compared entry with this formula, charge and spin: 224.4 kJ/mol
SMILES: NCCNCO
E_HOMO: -8.9 eV

Positions of all 16 atoms, in Å:
N: 1.5517 0.6949 -1.3223
C: 0.9536 -0.7126 -1.3965
C: 0.6829 -1.2554 0.0584
N: -0.5659 -0.7491 0.5624
C: -0.7528 0.6855 0.7554
O: -1.8317 1.2143 1.6085
H: 0.7877 1.3745 -1.3318
H: 2.2181 0.8746 -2.0287
H: 1.6413 -1.3322 -1.8888
H: -0.0176 -0.9837 -1.9894
H: 0.5654 -2.3380 -0.0168
H: 1.5447 -0.9810 0.5530
H: -1.2996 -1.0973 -0.0227
H: 0.2769 0.9682 1.0354
H: -0.8185 1.3470 -0.1776
H: -2.4471 0.5282 1.8145

Cartesian forces (eV/Å) of the 3 atoms listed first:
N -2.536 -1.752 0.813
C -1.290 0.495 0.580
C -1.378 0.250 -3.322



ORCA calculation (the ωB97M-V functional and the def2-TZVPD basis) on a 2-piece molecular cluster, C3H10N2O overall.

E_tot: -305.01428 Eh
LUMO level: 0.97 eV
net charge: 0
ΔE to the lowest compared entry with this formula, charge and spin: 158.5 kJ/mol
SMILES: N/C=C/N.CO
E_HOMO: -8.0 eV

Positions of all 16 atoms, in Å:
N: 0.9575 0.4746 0.1746
C: -0.2253 0.6659 0.9571
C: -0.5138 -0.0103 2.0632
N: -1.6651 0.1281 2.8575
H: 1.4386 1.3641 0.0851
H: 1.5906 -0.1335 0.6705
H: -0.9521 1.3571 0.5462
H: 0.1708 -0.7537 2.4631
H: -2.3906 0.6684 2.4192
H: -2.0577 -0.7638 3.1354
C: 0.8313 -0.1529 -3.1955
O: 0.3900 -1.0644 -2.2212
H: 0.6233 -0.5738 -4.1745
H: 0.3017 0.7993 -3.0965
H: 1.9048 0.0387 -3.1130
H: 0.5453 -0.6673 -1.3394

Cartesian forces (eV/Å) of the 3 atoms listed first:
N -0.155 0.390 0.299
C -0.247 -0.172 0.146
C 0.025 -0.291 0.068



What is the formula in the second record? C3H10N2O



What is the formula in the second record? C3H10N2O



Among the records above, which one has the lowest E_tot? number 2